21
Properties=species:S:1:pos:R:3:forces:R:3:mulliken_charge:R:1 method="wB97M-V/def2-TZVPD" energy_ha=-424.25049 lumo_ev=1.0 relative_energy_kcal_mol=91.3 orbital_gap_ev=10.521 total_charge=0 homo_ev=-9.503 smiles=CC1(C)CC12OCCO2
C -1.3997 -0.3564 -1.7163 -0.16 1.24 -0.40 -1.293
C -0.9721 -0.2202 -0.1797 -4.22 -1.17 -3.19 1.172
C -2.2239 0.0006 0.6847 0.16 -1.24 0.32 -1.331
C -0.1209 -1.4115 0.2664 -1.07 -2.64 -1.20 -1.244
C 0.3275 0.0102 0.2701 4.23 0.88 -2.46 0.584
O 1.4257 0.2405 -0.8135 -1.03 0.47 1.16 -0.457
C 2.4016 1.1829 -0.1620 -0.47 -1.92 -2.82 -0.268
C 2.0887 0.7310 1.2286 4.26 1.30 2.98 -0.272
O 0.7217 0.8670 1.2355 -1.66 -0.51 1.76 -0.391
H -2.1156 0.5289 -1.9652 1.33 -1.42 0.23 0.352
H -0.5549 -0.4046 -2.5792 -1.91 -0.07 2.48 0.209
H -2.0679 -1.2702 -1.6651 0.92 0.86 -0.62 0.356
H -3.0109 -0.9107 0.5451 1.95 2.30 0.43 0.282
H -1.7673 0.0341 1.6852 -0.90 -0.35 0.23 0.335
H -2.6944 0.9815 0.5573 -0.08 -0.32 -0.34 0.394
H -0.6050 -2.1412 0.9729 0.91 1.50 0.16 0.334
H 0.0729 -2.0390 -0.6724 0.67 1.18 1.46 0.283
H 3.3757 0.9376 -0.7105 -1.12 0.28 1.40 0.230
H 2.0850 2.1981 -0.4427 0.22 -0.12 0.60 0.211
H 2.6161 1.4016 2.1201 -1.62 -1.70 -2.24 0.263
H 2.4176 -0.3602 1.3405 -0.42 1.43 0.04 0.252

22
Properties=species:S:1:pos:R:3:forces:R:3:mulliken_charge:R:1 method="wB97M-V/def2-TZVPD" energy_ha=-822.51885 lumo_ev=0.7 relative_energy_kcal_mol=12.8 orbital_gap_ev=9.844 total_charge=0 homo_ev=-9.151 smiles="CC(=O)S[C@@H]1CCO[C@@H]1C"
C -3.8337 -1.6854 1.5802 -1.27 1.24 -0.35 -0.977
C -2.6346 -1.8129 0.6426 -2.42 0.29 -0.27 0.632
O -2.0210 -2.8075 0.6724 2.40 -2.50 0.55 -0.462
S -2.3357 -0.7014 -0.7521 0.38 1.04 0.19 -0.201
C -0.4825 -0.6902 -0.4885 -1.55 -0.90 -0.44 -0.053
C -0.1543 -0.1116 0.9108 0.28 -2.39 -0.97 -0.437
C 0.9791 0.7579 0.5631 2.67 -0.31 1.46 -0.825
O 1.5420 0.3513 -0.6969 -0.41 -0.43 0.39 -0.468
C 0.3561 0.1526 -1.5081 0.65 -0.10 0.41 0.016
C 0.0040 1.5550 -2.0217 -1.05 0.65 2.57 -1.209
H -4.7159 -2.3002 1.1522 1.58 0.80 0.67 0.279
H -3.5859 -2.0438 2.6349 -0.29 0.60 -1.57 0.298
H -4.1604 -0.6021 1.5113 0.14 -1.23 0.70 0.300
H -0.2390 -1.8199 -0.5424 0.05 2.09 -0.13 0.412
H -0.9834 0.4592 1.3351 0.18 -0.55 0.32 0.331
H 0.2567 -0.9821 1.4359 -0.86 0.33 0.76 0.241
H 1.7634 0.8026 1.3870 -0.64 -0.17 -1.39 0.375
H 0.5056 1.6752 0.5466 -0.06 2.70 -0.67 0.319
H 0.4556 -0.4926 -2.3859 1.04 -0.03 0.22 0.466
H -0.6688 1.4072 -2.8231 -0.78 0.41 -1.07 0.424
H 0.8906 2.1913 -2.2988 -0.80 -1.10 0.24 0.297
H -0.5656 2.0864 -1.1662 0.79 -0.45 -1.60 0.243

26
Properties=species:S:1:pos:R:3:forces:R:3:mulliken_charge:R:1 method="wB97M-V/def2-TZVPD" energy_ha=-1123.43025 lumo_ev=0.5 relative_energy_kcal_mol=63.4 orbital_gap_ev=8.861 total_charge=0 homo_ev=-8.353
C -0.6327 0.8465 -2.2088 -3.07 -2.58 -0.14 -0.610
C -2.0700 -1.6075 1.1374 -2.37 -0.94 -0.27 -0.520
C -0.9896 -0.8312 -0.7456 0.09 0.00 0.16 -0.077
C -1.6194 1.3678 -1.0749 1.34 2.74 -0.21 0.736
C -1.1180 -2.1093 0.0594 0.85 -1.93 -0.62 0.186
C -1.7790 0.1458 -0.2377 3.09 -1.89 -1.69 0.144
C 3.4128 0.8013 1.3350 -1.27 -3.11 -1.57 -0.982
O 2.1999 -0.3048 -0.6387 0.76 0.50 0.90 -0.534
O 1.0371 -0.3124 1.5992 0.62 0.65 -0.33 -0.694
O -0.1385 -0.5380 -1.8329 -2.15 0.90 0.74 -0.654
O -2.4499 -0.2320 0.8537 -0.73 0.84 0.89 -0.544
O -2.8605 1.7958 -1.6337 2.19 0.84 -1.63 -0.510
O 0.0716 -2.7868 0.5706 -0.39 2.41 -0.15 -0.594
S 1.7455 0.6068 0.6572 -0.87 -0.65 -0.42 0.695
H -1.2177 0.7610 -3.1844 0.80 0.07 1.31 0.296
H 0.2292 1.3749 -2.3261 2.17 1.83 -0.31 0.335
H -3.0230 -2.2278 1.0020 1.10 1.00 0.58 0.260
H -1.7408 -1.6800 2.1740 0.30 0.05 -0.26 0.346
H 1.4265 -0.4947 -1.2188 -0.29 0.21 0.19 0.505
H -1.1321 2.3879 -0.6500 -0.90 -2.54 -0.20 0.143
H -1.6118 -2.9710 -0.4847 0.48 1.21 0.19 0.397
H 4.0764 0.7108 0.4856 0.41 -0.36 0.19 0.287
H 3.5365 1.6843 1.8076 0.10 3.05 1.41 0.378
H 3.3688 0.0036 2.0756 0.79 -0.25 -0.19 0.330
H -3.4386 1.3925 -1.0573 -2.81 -1.07 1.57 0.318
H 0.5976 -2.0299 0.9515 -0.25 -0.99 -0.13 0.366

20
Properties=species:S:1:pos:R:3:forces:R:3:mulliken_charge:R:1 method="wB97M-V/def2-TZVPD" energy_ha=-671.73566 lumo_ev=-0.5 relative_energy_kcal_mol=239.2 orbital_gap_ev=7.633 total_charge=0 homo_ev=-8.157
C -0.9366 -0.9614 -1.5002 0.23 2.67 -1.92 -0.521
C -1.7717 -0.1199 -0.4915 2.33 1.56 2.66 -0.156
C -1.1640 0.4661 0.6425 -1.03 -2.63 -2.41 -0.922
C 0.2053 -0.0427 1.0974 -1.16 2.04 -1.50 0.577
C 0.3639 -1.4851 1.2275 -1.68 -3.07 3.81 -1.169
C 1.2342 0.3823 0.1576 2.16 2.00 -2.93 -0.080
C 1.1606 1.8592 -0.3668 1.06 0.29 -0.87 -0.914
H -0.4279 0.0348 -2.0874 -1.75 -2.59 0.32 0.147
H -1.5173 -1.7620 -2.2420 1.78 2.40 2.15 0.251
H 0.1015 -1.1959 -1.0989 -2.30 -0.70 -0.71 -0.200
H -2.6654 0.4681 -0.6390 -0.72 -0.89 -1.08 0.375
H -1.6935 1.1618 1.3122 0.13 -0.38 -0.62 0.407
H 0.3833 0.6527 1.8896 0.54 -0.35 1.66 0.464
H 0.4556 -2.0065 0.1767 0.00 0.68 3.26 0.521
H 1.3347 -1.5538 1.9905 -2.61 -0.88 -2.19 0.314
H -0.7101 -1.8345 1.7733 3.17 0.30 -1.14 0.259
H 2.0329 2.8484 0.6307 -2.80 -2.65 -2.61 0.254
H 1.8185 1.9547 -1.5207 -2.29 -0.18 3.86 0.235
H -0.4817 1.8658 -0.4599 4.32 0.52 0.36 0.304
S 2.2776 -0.7320 -0.4916 0.62 1.89 -0.07 -0.147

20
Properties=species:S:1:pos:R:3:forces:R:3:mulliken_charge:R:1 method="wB97M-V/def2-TZVPD" energy_ha=-671.85401 lumo_ev=0.6 relative_energy_kcal_mol=165.0 orbital_gap_ev=8.435 total_charge=0 homo_ev=-7.863
C 1.5254 0.4211 0.3972 -1.16 0.44 0.47 -0.263
C 4.3113 0.0373 -0.8045 -0.38 2.03 -0.94 -0.688
C 0.7234 1.4365 0.2199 0.13 -3.75 0.45 -0.360
C -0.7685 -0.8599 -0.1308 -0.43 2.61 -1.95 -0.407
C 0.0289 0.1158 0.7081 1.96 0.91 -1.52 -0.301
C -2.2751 -0.8505 0.2894 0.75 0.82 -3.62 -0.603
C -2.8872 0.5014 0.0631 -3.06 -0.96 1.60 -1.222
S 3.1488 -0.4023 0.3326 -0.87 -1.66 -1.53 -0.024
H 3.8466 0.4982 -1.7717 1.08 -1.02 1.70 0.222
H 5.2212 0.6152 -0.4014 -1.75 -1.03 -0.33 0.239
H 0.4426 2.3532 -0.1492 -0.15 1.90 -0.69 0.438
H -2.8971 -1.5946 -0.2604 0.71 0.30 0.39 0.320
H -0.4431 -0.6084 -1.2450 -1.49 -0.46 1.81 0.315
H -0.4297 -1.8172 0.0018 1.12 -2.51 0.53 0.338
H -0.3504 0.1875 1.6787 -0.05 -0.08 1.84 0.474
H -2.4028 -0.9663 1.2893 0.21 -1.30 3.14 0.343
H -2.5120 1.3035 0.6354 0.82 0.68 1.13 0.357
H -4.0118 0.4203 0.3833 1.82 0.42 -1.13 0.295
H -2.7091 0.7829 -0.9095 -0.40 0.74 -2.56 0.374
H 2.4387 -1.5738 -0.3263 1.14 1.91 1.20 0.154

21
Properties=species:S:1:pos:R:3:forces:R:3:mulliken_charge:R:1 method="wB97M-V/def2-TZVPD" energy_ha=-1070.09939 lumo_ev="0.0 / 0.2" relative_energy_kcal_mol=63.9 orbital_gap_ev="8.153 / 7.458" total_charge=0 homo_ev="-8.134 / -7.273"
C 0.8775 1.7300 -0.3900 -0.36 -1.76 0.26 -0.622
C 0.2773 0.5664 -0.2458 -2.04 -0.04 0.81 0.162
C 2.3250 1.3273 -0.2439 1.84 2.03 -2.29 -0.535
C 1.0459 -0.6441 0.1433 0.88 0.35 -0.01 -0.514
C 2.4951 -0.1490 -0.3566 -3.01 -1.89 -1.15 -0.667
C -2.1768 -1.5650 0.2248 -0.93 0.24 -0.08 -0.796
C -2.3849 -0.0184 0.3005 0.84 -2.09 -0.72 0.312
S -3.2008 0.7495 -1.0381 -1.71 1.14 1.72 -0.192
S -2.6042 0.6726 1.8576 1.00 0.15 1.03 -0.208
H 0.4152 2.6992 -0.5395 0.38 -0.10 -0.05 0.431
H 2.9007 1.8028 -1.0833 -0.02 0.00 1.09 0.310
H 2.7253 1.5694 0.7010 0.55 1.10 1.14 0.266
H 1.0278 -0.8789 1.2462 -0.07 0.43 -0.94 0.228
H 0.6926 -1.5096 -0.3839 0.00 -0.59 -0.16 0.288
H 2.5670 -0.4889 -1.4408 0.29 0.36 1.44 0.260
H 3.2068 -0.5896 0.3020 0.99 -0.12 0.03 0.335
H -3.1088 -2.2288 0.4954 1.53 1.54 -0.42 0.242
H -1.3448 -1.8565 0.8805 -0.30 0.02 -0.13 0.221
H -1.8963 -1.7776 -0.8173 -0.07 -0.24 0.35 0.270
H -2.4600 0.3565 -1.9924 1.41 -0.88 -1.50 0.099
H -1.3796 0.2328 2.3804 -1.19 0.35 -0.43 0.108

21
Properties=species:S:1:pos:R:3:forces:R:3:mulliken_charge:R:1 method="wB97M-V/def2-TZVPD" energy_ha=-852.75930 lumo_ev=-0.8 relative_energy_kcal_mol=53.2 orbital_gap_ev=7.130 total_charge=0 homo_ev=-7.963
C -2.4035 -2.0949 -0.2610 -1.11 -0.17 -0.08 -0.327
C -2.1676 -0.8334 0.2781 -1.00 -1.62 1.85 -0.578
C -2.0971 -2.4639 -1.5623 2.28 3.14 1.74 -0.671
C -1.4208 0.0319 -0.3757 0.99 -0.93 -4.12 -0.543
C -1.1785 -1.6016 -2.2182 -1.64 0.53 0.91 -0.441
C -0.9369 -0.3440 -1.6770 0.78 1.12 0.80 0.467
C 2.7406 2.3536 1.5042 2.78 -2.49 -1.13 -0.981
Si 2.2301 0.6214 2.2312 2.17 0.74 -2.46 0.439
Si 0.2949 0.8265 -2.5460 0.57 -1.05 -0.59 -0.049
H -2.9770 -2.7047 0.4107 -0.39 -0.69 -0.27 0.320
H -2.6373 -0.6064 1.2295 0.24 0.02 0.08 0.339
H -2.4890 -3.3116 -1.9564 -0.73 -2.55 -1.21 0.462
H -1.2299 0.9959 -0.1254 0.30 2.71 1.28 0.687
H -0.7939 -1.7643 -3.1890 0.31 -0.65 -0.94 0.398
H 1.9083 2.9605 1.4016 -1.50 1.65 0.53 0.321
H 3.6830 2.7866 1.9250 -1.21 -0.01 0.02 0.307
H 3.0130 2.1918 0.4239 -0.12 -0.15 0.76 0.230
H 2.3742 0.8227 3.6215 -0.83 -0.14 1.52 -0.125
H 3.3161 -0.4773 1.9670 -1.01 0.86 -0.03 -0.087
H 1.0365 0.3988 1.3757 -0.27 -0.47 0.77 -0.100
H -0.2653 2.2123 -2.4576 -0.60 0.13 0.55 -0.068

29
Properties=species:S:1:pos:R:3:forces:R:3:mulliken_charge:R:1 method="wB97M-V/def2-TZVPD" energy_ha=-6272.10362 lumo_ev=2.0 orbital_gap_ev=3.441 total_charge=-1 homo_ev=-1.458
C -1.1675 -2.1830 -1.8185 0.13 -0.57 -0.32 -1.367
C -0.6292 -1.6245 -3.1158 -0.08 0.47 0.38 -0.065
Br 1.1529 -2.3528 -3.4138 -0.06 -0.09 -0.23 -0.148
C -0.5157 -0.0811 -3.1405 0.34 -0.50 0.70 -0.227
Br -1.5556 0.6245 -4.6443 -0.11 0.10 -0.01 -0.188
O -0.8858 0.4076 -1.8731 -0.34 0.37 -0.56 -0.116
S -1.5551 1.9380 -1.7737 0.59 -0.28 0.41 0.473
O -2.9501 1.6718 -1.5402 -0.49 0.15 -0.11 -0.518
O -0.8842 2.2637 -0.3571 -0.17 0.06 -0.12 -0.224
C -1.5104 1.6433 0.7960 0.49 0.25 -0.13 -0.210
C -0.6764 1.9378 2.0233 -0.41 -0.33 0.26 -0.657
C 0.2662 0.8099 2.3732 1.66 -0.83 -0.99 0.437
O 1.0919 0.3466 1.6158 -1.66 0.88 1.26 -0.423
O 0.1540 0.3666 3.6777 0.56 -0.09 -0.41 -0.493
H -2.2049 -1.9074 -1.6848 -0.19 0.32 0.19 0.309
H -1.1349 -3.2632 -1.9108 -0.04 -0.23 0.05 0.476
H -0.5509 -1.9160 -0.9748 0.02 0.25 0.29 0.352
H -1.2789 -1.9287 -3.9194 0.17 -0.28 -0.40 0.414
H 0.5076 0.2023 -3.3286 0.14 0.29 -0.29 0.522
H -1.5727 0.5789 0.6140 -0.15 -0.26 -0.02 0.308
H -2.4939 2.0697 0.9204 -0.33 0.02 -0.14 0.361
H -0.1425 2.8723 1.9183 0.32 0.15 -0.15 0.300
H -1.3576 2.0819 2.8548 -0.13 0.06 0.21 0.319
H -0.7180 0.0042 3.8353 -0.38 0.11 0.12 0.312
C 4.1541 -0.9099 2.5688 -0.23 -0.02 0.06 -0.199
O 5.4904 -0.9184 2.4568 -0.05 -0.03 0.04 -0.889
H 3.6103 -0.1161 1.9898 0.15 0.06 -0.06 -0.021
H 3.6166 -1.8527 2.2347 0.12 0.00 -0.01 0.104
H 3.7403 -0.7652 3.6164 0.13 -0.01 0.00 0.055

25
Properties=species:S:1:pos:R:3:forces:R:3:mulliken_charge:R:1 method="wB97M-V/def2-TZVPD" energy_ha=-3128.49812 lumo_ev=-3.8 orbital_gap_ev=8.067 total_charge=+1 homo_ev=-11.843 smiles="C=C[C@@H]1O[C@@H](Br)C[NH2+][C@@H]1COO"
C 1.3418 2.7357 0.8309 -1.10 -1.79 0.96 -0.799
C 0.8566 1.5642 1.4639 0.30 0.52 -1.31 -0.484
C -0.3331 0.8137 0.7608 -1.12 2.24 1.23 0.178
O -0.9092 -0.1981 1.5999 0.30 -0.83 -0.76 -0.310
C -1.4586 -1.2700 0.8562 -0.70 0.23 -0.67 0.012
Br -2.7234 -2.3386 1.9557 0.80 0.89 -0.62 -0.077
C -2.2388 -0.6744 -0.3995 -0.41 -1.31 1.17 -0.790
N -1.1737 -0.2391 -1.3912 -1.06 -0.02 0.18 -0.015
C 0.0406 0.3360 -0.6978 1.80 1.10 0.51 -0.230
C 1.3074 -0.5892 -0.7988 -0.01 -1.05 -1.44 -0.807
O 1.6856 -1.1755 0.4351 -1.17 1.47 -0.42 -0.089
O 2.7926 -2.0177 0.2953 0.87 -0.96 0.08 -0.417
H 2.3826 2.7579 0.4391 -0.37 0.98 1.79 0.295
H 0.6166 3.5837 0.7592 0.44 -1.01 -1.64 0.312
H 1.2879 1.1454 2.4058 0.48 -0.67 -1.72 0.356
H -1.1361 1.6101 0.6308 0.66 -0.62 -0.23 0.350
H -0.6842 -2.0100 0.5090 -0.59 0.71 0.44 0.291
H -2.8759 -1.4761 -0.8609 0.64 0.90 0.32 0.482
H -2.8698 0.2078 -0.1164 0.68 -0.87 -0.22 0.340
H -1.6282 0.4621 -1.9918 0.45 -0.11 0.09 0.389
H -0.9533 -1.0349 -2.0009 0.26 0.20 0.22 0.401
H 0.2902 1.2725 -1.2694 -0.24 -0.92 0.71 0.383
H 2.1558 -0.0419 -1.3070 -0.73 -0.29 0.85 0.508
H 1.0574 -1.4479 -1.5062 0.20 0.79 0.48 0.369
H 3.1693 -1.9755 -0.6014 -0.37 0.42 0.01 0.350

24
Properties=species:S:1:pos:R:3:forces:R:3:mulliken_charge:R:1 method="wB97M-V/def2-TZVPD" energy_ha=-939.98871 lumo_ev=3.1 relative_energy_kcal_mol=0.0 orbital_gap_ev=7.238 total_charge=-1 homo_ev=-4.157 smiles="CC(C)CCN[C@H](Cl)C(=O)[O-]"
C 0.6247 -2.0170 1.7504 0.16 -0.20 -1.27 -1.441
C -0.1668 -1.0756 0.7561 -0.91 -0.66 1.26 1.093
C -1.6260 -1.6853 0.5876 1.10 0.92 -0.47 -1.424
C -0.3126 0.3768 1.3448 0.83 -0.21 0.34 -1.172
C 0.4937 1.4791 0.5766 -0.73 0.26 1.14 -0.605
N -0.0102 1.7804 -0.7856 1.21 -1.32 0.90 -0.319
C 0.8330 1.2275 -1.8540 -1.53 0.38 -1.42 0.344
Cl 2.5248 1.8779 -1.8427 -0.55 -0.48 0.52 -0.230
C 0.1743 1.6851 -3.2499 -0.79 0.73 -0.60 0.453
O 0.9034 1.6470 -4.2469 0.66 -0.47 0.03 -0.717
O -1.0256 2.0615 -3.2255 0.48 -0.70 0.86 -0.731
H -0.0356 -2.4020 2.5580 0.55 0.50 -0.28 0.309
H 0.9606 -2.9052 1.1541 -0.25 0.52 0.60 0.376
H 1.5542 -1.5356 2.1293 -0.73 -0.25 -0.02 0.387
H 0.3750 -1.1178 -0.2103 -0.46 0.40 0.49 0.025
H -2.0274 -1.9571 1.5871 0.17 0.02 -0.67 0.334
H -2.2457 -0.8577 0.1687 0.15 -0.94 0.08 0.374
H -1.5792 -2.5472 -0.1106 -0.37 0.39 0.56 0.357
H -1.3898 0.6452 1.4890 0.78 -0.06 -0.42 0.368
H 0.1105 0.3392 2.3847 -0.35 0.15 -0.70 0.418
H 0.3720 2.4206 1.1771 0.32 -0.69 -0.36 0.261
H 1.5682 1.2001 0.6245 -0.60 0.24 -0.38 0.263
H -0.8846 1.2527 -0.8616 0.09 0.69 -0.48 0.255
H 0.8091 0.1074 -1.9010 0.79 0.79 0.29 0.023

25
Properties=species:S:1:pos:R:3:forces:R:3:mulliken_charge:R:1 method="wB97M-V/def2-TZVPD" energy_ha=-1604.18858 lumo_ev=-2.2 relative_energy_kcal_mol=47.0 orbital_gap_ev=5.318 total_charge=0 homo_ev=-7.487
C -0.9680 0.3274 -0.2708 2.27 2.70 -0.55 0.347
C -2.0609 -0.5621 -0.2059 -0.40 -4.04 0.69 0.427
C -3.4565 -0.2261 -0.3846 -0.26 2.93 0.00 -1.072
C 1.3594 1.9040 0.5032 0.18 -1.30 0.56 -1.623
C 2.4816 -0.4584 0.4634 -0.75 2.00 0.46 -1.516
C 1.6584 0.7608 -1.6800 -2.77 1.42 0.33 -1.528
C 1.4373 0.5645 -0.2083 0.75 -0.79 1.30 1.301
N 0.1862 -0.2024 -0.1649 -0.11 -0.17 -0.22 -0.316
O -1.8288 -1.7997 0.1370 -1.37 2.72 -1.34 -0.340
P -0.5881 -2.2881 1.3500 0.63 -0.10 2.69 0.336
S -1.4972 -1.9684 3.0952 0.35 0.51 -0.94 -0.450
Cl -1.1142 -4.2239 1.0326 0.02 -1.36 -0.62 -0.276
H -0.9837 1.4495 -0.4707 -1.02 -1.39 0.49 0.137
H -3.4774 0.9177 -0.5959 -0.70 -2.01 0.56 0.294
H -4.0303 -0.6038 0.4631 0.21 0.67 0.72 0.316
H -3.9959 -0.7718 -1.1231 0.20 -0.41 -1.32 0.351
H 1.2712 1.7024 1.5467 -0.30 0.06 0.97 0.414
H 2.2260 2.5067 0.3980 0.96 0.41 -0.45 0.425
H 0.5242 2.4653 0.1806 -0.87 0.74 -0.36 0.429
H 2.3018 -1.4509 0.0287 0.46 0.36 0.18 0.362
H 2.2440 -0.4626 1.5675 0.23 -0.29 -1.15 0.355
H 3.5082 -0.0320 0.3635 -0.63 -0.68 -0.16 0.405
H 1.3080 -0.1451 -2.0626 0.25 -1.53 -1.59 0.474
H 0.8775 1.5212 -2.0186 1.14 -0.67 0.20 0.305
H 2.6172 1.0758 -1.9440 1.54 0.23 -0.47 0.442